Entry 1:
Below is C44H55B2BrF9N10RbS as an isolated structure, with properties calculated with ωB97M-V/def2-TZVPD.

Each line ends with the Löwdin charge.
CARTESIAN COORDINATES (ANGSTROEM)
C1 -2.3065 -3.2421 -4.6685  -0.040
H1 -2.6721 -2.4401 1.1260  0.091
F1 5.6196 -2.2653 0.9939  0.068
C2 1.6636 0.2997 -5.4788  0.009
C3 -3.0320 1.9081 3.8916  -0.072
C4 3.0585 2.5346 -3.0431  -0.050
C5 0.1601 -4.6288 5.0184  -0.047
B1 4.3714 -2.6006 0.4107  -1.231
C6 -2.1253 2.4310 -4.8520  -0.018
C7 -0.8854 -3.3309 0.2540  -0.531
H2 2.7905 3.1997 -3.8692  0.090
H3 -1.3248 0.1205 -6.8430  0.063
Br1 4.6224 2.8961 0.3659  0.792
B2 -1.5436 -0.3697 -3.7131  -0.493
H4 -3.6093 4.1195 0.0091  0.085
H5 3.9859 2.8956 -2.5889  0.053
H6 -3.7522 2.7145 3.8412  0.100
H7 2.8868 0.2067 -1.5791  0.003
C8 0.6333 -3.2655 0.4587  -0.021
N1 1.0514 -0.7744 3.4069  -0.228
N2 -1.1249 -1.6821 -1.5644  0.135
Rb1 0.7381 0.8854 -0.1805  0.548
C9 3.0077 2.7158 4.6799  -0.254
N3 -2.7353 0.7000 -1.6870  0.138
H8 -2.5500 3.0171 0.8757  0.068
C10 2.3779 2.1304 3.5896  -0.091
C11 -2.5398 2.0063 -3.4822  -0.286
C12 -3.5902 3.2039 0.6045  -0.036
N4 -1.5022 -1.6619 -2.8668  0.024
F2 4.5599 -3.1000 -0.8954  0.081
H9 -0.8401 -1.5449 -6.5775  0.052
C13 -5.6398 2.3274 -0.5245  -0.060
F3 -0.8457 5.5304 -0.5658  0.079
C14 -1.7306 2.0871 3.4363  -0.114
H10 -2.4519 3.4551 -5.0259  0.074
H11 -4.1659 3.3767 1.5233  0.071
C15 4.1920 3.3937 4.4341  -0.044
C16 -2.4355 -0.3525 4.3890  -0.020
H12 3.7834 -0.8412 -2.6575  0.099
C17 -3.4037 1.8176 -1.4608  -0.277
C18 1.8429 -3.2898 3.9475  -0.430
H13 -6.0775 1.5064 -1.0997  0.085
H14 -1.1504 -5.0205 1.5689  0.076
C19 -4.1764 2.0226 -0.1784  -0.541
H15 0.6437 -6.6976 5.3209  0.091
H16 3.6045 -4.3073 3.3266  0.105
H17 -1.4065 3.0333 3.0080  0.107
F4 1.4091 5.2770 1.0227  -0.074
H18 4.7258 3.8706 5.2505  0.106
C20 -1.3559 -4.7594 0.5258  -0.065
H19 5.2840 1.3944 -4.1359  0.081
N5 0.8557 0.4035 -3.3875  0.131
H20 4.1122 1.7088 -5.4277  0.076
F5 1.0578 5.5655 -1.5991  0.102
C21 -4.1262 0.7537 0.6747  -0.059
H21 -1.0410 2.3868 -4.9756  0.081
C22 2.2339 -5.6354 4.3448  -0.094
H22 1.4069 3.0296 6.0890  0.077
C23 2.6554 -4.4045 3.8439  -0.090
C24 1.9390 0.6007 -4.1285  -0.260
N6 -0.2912 -2.2935 4.5952  0.106
H23 -1.5102 -3.0827 -5.3983  0.059
H24 2.3217 1.5487 6.3536  0.078
H25 4.5775 0.5530 -1.9082  0.078
H26 -2.5859 -4.2963 -4.6995  0.070
C25 -3.3005 2.6929 -2.5617  0.005
H27 -2.4304 -4.8632 0.3448  0.081
H28 2.8766 -6.5018 4.2504  0.097
C26 -3.3847 0.6603 4.3677  -0.075
H29 1.1587 -3.9183 -0.2413  0.104
H30 -3.1636 -2.6436 -4.9806  0.073
H31 -2.7242 -1.3388 4.7289  0.099
C27 -0.0432 -1.0878 3.9502  -0.381
H32 -0.8269 -5.4762 -0.1087  0.082
F6 3.7456 -3.6053 1.2177  0.041
H33 -3.1121 0.5634 1.0329  0.071
N7 2.8539 2.1798 2.3445  0.074
C28 0.5767 -3.4031 4.5238  -0.249
C29 4.3455 1.0535 -4.5820  -0.069
C30 3.6445 0.1975 -2.3529  -0.052
C31 -0.4630 -0.5270 -6.6801  -0.034
N8 -0.8163 1.1256 3.4663  0.137
H34 -1.8786 -4.8211 -2.2123  0.094
H35 1.0170 -2.2572 0.3007  0.066
C32 -1.8569 -2.9017 -3.2836  -0.281
H36 -1.2898 -1.3488 1.0512  0.062
C33 -1.6960 -3.7558 -2.2142  0.008
H37 -1.3194 -2.6545 2.2637  0.065
H38 1.4417 1.5951 3.7062  0.074
H39 0.1706 -0.4849 -7.5657  0.072
H40 -6.2261 2.4651 0.3915  0.074
H41 -4.7839 0.8623 1.5427  0.073
H42 -0.8268 -4.7128 5.4641  0.104
H43 4.4949 0.0381 -4.9607  0.085
S1 2.4020 -1.7349 3.3006  1.062
C34 3.9762 2.8319 2.1431  -0.738
C35 3.2367 1.0901 -3.5296  -0.543
C36 -1.5844 -2.3839 1.2365  -0.038
C37 -1.2362 -2.9356 -1.1607  -0.266
H44 3.0258 3.1095 6.7975  0.066
H45 -2.5760 1.7890 -5.6129  0.069
H46 -3.6976 3.6930 -2.6684  0.104
H47 -1.2345 -2.5008 4.8540  0.100
H48 -2.2076 -0.5835 -4.7046  0.111
H49 -4.3961 0.4618 4.7028  0.105
H50 2.3269 0.3441 -6.3291  0.094
C38 4.6960 3.4645 3.1461  -0.112
C39 1.0128 4.1517 0.2752  -0.305
C40 -1.1489 -0.0761 3.9398  -0.205
C41 0.2459 4.7653 -0.8743  -0.619
N9 -0.1223 -0.0048 -4.2278  0.008
C42 0.9894 -5.7448 4.9369  -0.112
F7 3.5471 -1.4432 0.3646  0.046
F8 -0.2098 3.7944 -1.7024  0.080
H51 2.2694 2.5990 -2.2944  0.052
H52 0.9050 -3.5792 1.4715  0.069
C43 2.4098 2.5969 6.0581  -0.051
H53 -5.7177 3.2396 -1.1222  0.074
C44 0.3425 -0.0949 -5.4956  -0.293
F9 -0.0434 3.6013 1.1031  -0.164
H54 -4.4346 -0.1182 0.0943  0.083
H55 5.6116 3.9881 2.9131  0.090
N10 -2.2160 0.8074 -2.9369  0.029

Cartesian forces, eV/Å:
C 0.0140 0.0370 0.0434
H 0.0387 0.0189 -0.0072
F -0.3484 -0.1304 -0.1435
C 0.0438 -0.0227 0.0270
C -0.0428 -0.0548 0.0474
C 0.0215 -0.0879 -0.0247
C -0.0382 0.0177 -0.0229
B 0.0897 0.1184 -0.0242
C 0.0878 -0.0780 0.0604
C 0.0570 0.0069 -0.0088
H -0.0070 -0.0308 0.0181
H -0.0306 0.0219 -0.0014
Br 0.0479 -0.0212 -0.0129
B -0.0297 -0.0818 0.1192
H 0.0044 -0.0181 0.0032
H -0.0415 0.0252 -0.0254
H 0.0644 -0.0141 -0.0072
H 0.0615 -0.0873 0.0561
C -0.0605 0.0075 0.0285
N -0.0498 0.3323 -0.2413
N 0.2456 -0.1036 -0.1901
Rb -0.1199 0.1188 0.0127
C -0.0297 -0.0177 0.0721
N -0.1139 -0.1153 -0.2885
H 0.0010 0.0220 -0.0462
C -0.0458 0.0309 -0.1440
C 0.0103 -0.0970 0.1320
C -0.0362 -0.0058 0.0144
N -0.2668 0.1553 -0.0137
F -0.0411 0.0845 0.3385
H 0.0232 0.0445 -0.0059
C -0.0347 0.0057 -0.0169
F -0.0193 0.0073 -0.0754
C 0.1057 0.0196 -0.0640
H -0.0144 0.0266 -0.0131
H 0.0287 0.0022 -0.0786
C 0.1061 0.0620 -0.0118
C -0.0327 -0.0286 0.0103
H -0.0249 0.0150 0.0277
C 0.0633 0.1360 -0.0086
C -0.0393 0.1644 -0.0169
H 0.0182 0.0447 0.0354
H 0.0061 -0.0160 -0.0260
C 0.0339 -0.0505 0.0214
H 0.0090 0.0365 -0.0041
H -0.0959 -0.0202 0.0535
H 0.0084 -0.0886 0.0540
F 0.0683 0.0870 0.1847
H -0.0066 -0.0061 -0.0205
C -0.0230 -0.0570 0.0613
H -0.0272 -0.0164 -0.0208
N 0.1101 0.2257 -0.0080
H 0.0196 -0.0332 0.0385
F -0.0742 -0.0096 -0.1103
C 0.0491 0.0186 -0.0003
H -0.0269 -0.0026 0.0099
C 0.0072 0.0754 -0.0025
H 0.0315 -0.0085 -0.0029
C 0.0880 -0.0987 -0.0151
C -0.0610 -0.0768 -0.1112
N 0.2030 0.0300 0.2320
H -0.0341 -0.0298 0.0332
H 0.0060 0.0274 -0.0023
H -0.0364 -0.0306 0.0269
H 0.0038 0.0121 0.0007
C -0.0915 0.0581 0.0326
H 0.0366 -0.0073 0.0171
H -0.0106 0.0261 0.0039
C -0.0128 -0.0445 0.0005
H -0.0231 0.0231 0.0073
H 0.0181 -0.0013 0.0085
H -0.0117 0.0490 0.0176
C -0.1103 -0.1539 0.0743
H -0.0336 0.0442 0.0259
F 0.1862 0.2804 -0.2554
H -0.0160 -0.0399 -0.0270
N -0.0262 -0.0973 -0.0154
C -0.0749 -0.0727 -0.0683
C 0.0063 -0.0015 -0.0590
C 0.0796 0.0685 -0.1716
C -0.0036 0.0286 0.0725
N -0.0710 0.0475 -0.0209
H 0.0051 0.1065 0.0204
H 0.0227 -0.0232 0.0177
C 0.0763 0.0886 0.1617
H -0.0151 -0.0347 0.0242
C -0.0110 -0.0754 0.0760
H -0.0183 0.0023 -0.0688
H 0.0766 0.0339 -0.0204
H 0.0155 -0.0013 -0.0291
H 0.0178 0.0027 -0.0455
H -0.0008 0.0169 0.0184
H 0.0194 0.0025 -0.0133
H 0.0055 0.0535 0.0205
S 0.1731 -0.2205 0.1356
C -0.1235 -0.0073 0.0992
C 0.0454 0.0049 0.0579
C -0.0228 -0.0362 -0.0427
C -0.0265 -0.0720 -0.0973
H 0.0002 0.0033 0.0127
H 0.0197 -0.0233 -0.0287
H 0.0451 -0.0858 0.0002
H -0.1090 -0.0339 0.0114
H 0.0234 -0.0399 0.0362
H 0.0255 0.0017 -0.0041
H -0.0200 -0.0045 0.0630
C -0.0135 0.0099 -0.0031
C 0.1200 -0.2608 -0.0421
C -0.0393 0.0285 -0.0351
C -0.0039 -0.0787 0.0789
N -0.1508 -0.0607 0.0271
C -0.0271 -0.0179 -0.0073
F 0.1455 -0.3362 -0.0002
F -0.0750 0.0951 0.0232
H 0.0102 0.0968 0.0385
H -0.0151 0.0254 -0.0876
C -0.0066 -0.0198 -0.0952
H -0.0043 -0.0438 0.0145
C -0.0336 0.1169 0.0899
F -0.1698 -0.0622 -0.0473
H 0.0158 0.0417 0.0389
H 0.0004 -0.0016 0.0258
N 0.2569 0.1030 -0.0123

**Kohn-Sham gap**: 5.6 eV
**Net charge**: -2
**Spin multiplicity**: 1
**E_LUMO**: 0.1234 Eh

=====

Entry 2:
Below is C19H23N5O6S as an isolated structure in a non-equilibrium geometry, with properties calculated with ωB97M-V/def2-TZVPD.

Each line ends with the Löwdin charge.
CARTESIAN COORDINATES (ANGSTROEM)
C1 0.5201 1.8373 0.8006  -0.146
C2 1.8599 1.4800 1.0400  0.092
N1 -5.1701 0.3688 0.5779  -0.021
H1 9.8786 -1.7281 -1.9749  0.121
H2 2.2204 0.0914 -2.0434  0.130
H3 -5.9320 1.0657 -1.0602  0.082
C3 -5.1001 1.2027 -0.5744  -0.149
H4 4.2997 2.0341 1.1308  0.271
H5 -4.1465 -0.2276 -1.6479  0.190
H6 -3.9657 -0.3813 2.3526  0.186
N2 -2.7385 0.8003 -0.6275  -0.272
H7 7.5917 -2.8549 0.0813  0.133
C4 0.4037 0.9031 -1.3294  0.019
N3 4.8127 1.1004 0.5411  0.153
H8 2.4518 1.6645 1.8896  0.080
C5 -2.8468 -0.1095 0.7267  -0.063
O1 4.2191 -0.4140 -1.1564  -0.066
C6 -4.0674 0.4265 1.4568  -0.180
C7 -0.2462 1.6297 -0.1341  -0.349
H9 8.1335 -1.1041 -1.8598  0.054
H10 -8.5039 -3.5338 -0.4965  0.061
H11 9.3337 -3.2414 0.2304  0.095
H12 -6.7892 -3.3849 0.1579  0.095
H13 -0.0212 2.4011 1.9002  0.220
N4 8.0163 0.9435 1.3941  0.023
C8 6.0788 0.6487 0.6896  -0.462
C9 -7.6376 -2.8910 -0.4222  -0.076
H14 -8.7758 -1.0243 -0.4967  0.159
C10 -7.9349 -1.5512 0.0690  -0.499
H15 9.9619 -0.7142 0.7843  0.199
O2 6.6557 -0.1639 0.1201  0.226
C11 8.8912 -1.6211 -1.3987  -0.032
S1 -1.8645 2.0124 -0.4331  0.812
H16 -4.8547 2.2619 -0.2100  0.177
O3 -2.1079 2.9324 -1.6467  -0.324
C12 9.0076 -0.8768 0.0568  -0.199
H17 -7.2053 -2.7216 -1.6473  0.162
O4 -6.1469 -1.5409 1.9592  0.017
C13 8.6689 -2.4014 -0.0604  -0.128
C14 -6.1301 -0.7123 0.9280  -0.212
H18 -2.7082 -1.2689 0.4585  0.169
H19 -3.7185 1.2735 1.9391  0.086
H20 -1.8778 -0.0661 1.2915  0.117
C15 2.5608 0.9484 -0.2682  -0.100
C16 1.6477 0.5934 -1.2689  -0.050
H21 -3.6502 1.4941 -2.2525  0.159
C17 3.8028 0.4020 -0.0685  -0.292
N5 6.9164 1.7187 1.3657  0.100
C18 -3.9072 0.9180 -1.2986  -0.273
H22 -0.3853 1.0160 -2.0197  0.093
O5 -7.0198 -0.7554 -0.2174  -0.014
O6 -2.1934 2.8943 0.9750  -0.415
C19 7.9958 -0.0942 0.5909  -0.299
H23 -8.2832 -1.6798 1.1061  0.136

Cartesian forces, eV/Å:
C 3.1998 4.1980 13.9677
C 1.4229 -1.1194 -7.1460
N -2.7906 -3.8454 4.2994
H -1.7345 0.1355 1.0371
H -0.5844 -0.0925 -0.5207
H -4.3714 -0.0483 -3.1030
C 3.1019 3.7858 4.6557
H 3.2228 -3.6052 -1.8908
H 0.8142 2.2445 0.0948
H -1.6879 1.6829 -1.8375
N 1.8878 -5.2267 4.4260
H 1.8935 1.6316 -0.1272
C -5.8892 3.7058 3.4608
N -5.7017 1.6918 2.0802
H 0.0376 0.2316 1.1754
C 2.3722 -1.1079 -2.0027
O -1.9033 2.7223 6.0724
C 2.9700 -5.2613 1.9026
C -0.9930 -4.7977 -10.3675
H -1.9845 0.3027 -1.3885
H -0.0826 -0.2578 0.1285
H 0.1915 1.2223 -0.3716
H -1.1945 0.6144 -0.7512
H 1.4320 -1.6434 -3.5729
N 2.8799 0.3068 -1.2680
C -3.7248 14.9685 6.3245
C 2.4201 -1.7092 -4.0476
H -0.2065 -1.6141 0.6374
C -9.5560 -3.9042 -0.0557
H -1.9629 -0.2043 -2.5812
O 4.8507 -8.9776 -4.8279
C 3.9541 0.0150 3.5876
S -1.9464 13.0582 4.0322
H -1.4955 -0.8009 -0.1347
O 1.5997 -3.2717 2.9967
C 3.5381 -4.5456 1.1674
H -1.2062 -0.7784 3.5344
O 0.1831 5.1909 -5.9361
C -2.0709 -0.8393 -1.6551
C 1.9535 -0.3519 0.3025
H -1.4532 2.5280 -0.1329
H -0.3215 2.5566 0.3586
H -0.8863 1.0200 -0.3449
C -6.8511 1.7790 7.4741
C 5.4570 -1.3946 -1.8671
H -1.1339 -0.5067 1.3777
C 6.8655 -3.3102 -9.0019
N -2.3408 -6.5935 -0.9230
C -1.1364 -4.7923 -7.1725
H 0.2714 -1.3653 -2.2132
O 9.2540 5.6215 3.4427
O 0.9959 -4.0477 -5.3056
C -1.9728 4.0593 2.0080
H 0.4137 0.7401 0.0026

**Kohn-Sham gap**: 6.2 eV
**Spin multiplicity**: 1
**E_LUMO**: -0.0716 Eh

=====

Q: Number 1 is which compound?
A: C44H55B2BrF9N10RbS

=====

Q: Which of these has the lowest Kohn-Sham gap?
A: C44H55B2BrF9N10RbS

=====

Q: Which formula does entry 2 have?
A: C19H23N5O6S